ORCA calculation (ωB97M-V with the def2-TZVPD basis set) on a single CH4ClFSi molecule at a distorted geometry.

The LUMO energy comes out at 0.33 eV. For the frontier orbital gap, the calculation gives 10.974 eV. As for the total energy: -24220.3462 eV. The value obtained for the energy above the lowest of the compared OMol25 structures with the same formula, charge and spin is 0.0000 eV. Its charge is 0.

Each line ends with the natural charge from an NBO analysis.
Geometry (Å):
F (-1.352, -0.026, 1.604)  -0.649
Si (-1.010, 0.072, -0.039)  1.460
C (0.957, -0.241, -0.180)  -0.775
Cl (2.034, 0.709, 1.034)  -0.091
H (-1.203, 1.393, -0.514)  -0.222
H (-2.044, -0.865, -0.644)  -0.188
H (1.332, -1.267, -0.160)  0.237
H (1.287, 0.223, -1.102)  0.227

ORCA calculation (ωB97M-V with the def2-TZVPD basis set) on 2 unconnected molecules or ions with the total composition CH4ClN2 at a distorted geometry.

The expectation value of S² is 2.022. The LUMO energy (alpha / beta) comes out at -3.83 / -9.75 eV. For the frontier orbital gap (alpha / beta), the calculation gives 7.352 / 6.845 eV. As for the total energy: -16590.3382 eV. The value obtained for the energy above the lowest of the compared OMol25 structures with the same formula, charge and spin is 1.8558 eV. Its charge is +1. Its spin multiplicity is 3.

Each line ends with the natural charge from an NBO analysis.
Geometry (Å):
C (-0.106, -0.917, 0.613)  0.325
N (-0.581, -0.579, -0.491)  -0.448
N (0.394, -1.058, 1.661)  -0.286
Cl (0.121, 2.206, -1.501)  -0.189
H (-0.169, 0.402, -0.771)  0.410
H (-1.391, -1.104, -0.832)  0.442
H (0.360, -0.883, 2.616)  0.451
H (1.371, 1.933, -1.295)  0.294

ORCA calculation (ωB97M-V with the def2-TZVPD basis set) on 2 unconnected molecules or ions with the total composition CH4ClN2O at a distorted geometry.

The LUMO energy (alpha / beta) comes out at -7.65 / -6.84 eV. For the frontier orbital gap (alpha / beta), the calculation gives 7.407 / 8.622 eV. As for the total energy: -18637.4332 eV. The value obtained for the energy above the lowest of the compared OMol25 structures with the same formula, charge and spin is 6.2981 eV. Its charge is +1.

Each line ends with the natural charge from an NBO analysis.
Geometry (Å):
C (-0.849, 0.172, -0.152)  -0.554
N (2.864, -0.263, -0.774)  -0.464
N (0.227, -0.303, -0.810)  0.314
O (0.351, -0.975, -1.779)  -0.086
Cl (2.627, -1.198, -2.041)  0.513
H (-1.376, 0.838, -0.846)  0.329
H (-0.479, 0.569, 0.819)  0.283
H (-1.690, -0.496, -0.076)  0.303
H (3.218, -0.858, -0.023)  0.362

ORCA calculation (ωB97M-V with the def2-TZVPD basis set) on a gas-phase ion, CH4ClN2O (charge +1) at a distorted geometry.

The expectation value of S² is 2.008. The LUMO energy (alpha / beta) comes out at -3.86 / -9.20 eV. For the frontier orbital gap (alpha / beta), the calculation gives 7.992 / 6.647 eV. As for the total energy: -18638.3428 eV. The value obtained for the energy above the lowest of the compared OMol25 structures with the same formula, charge and spin is 1.9109 eV. Its charge is +1. Its spin multiplicity is 3.

Each line ends with the natural charge from an NBO analysis.
Geometry (Å):
C (-0.434, -0.489, -0.531)  0.091
N (-1.058, -0.717, 0.592)  -0.661
N (0.776, 0.412, -0.557)  0.062
O (1.249, 1.067, -1.754)  -0.405
Cl (-1.317, -0.795, -1.964)  0.122
H (-0.505, -0.563, 1.487)  0.425
H (-1.957, -1.111, 0.660)  0.449
H (1.601, 0.255, 0.025)  0.418
H (1.233, 1.926, -1.491)  0.500

ORCA calculation (ωB97M-V with the def2-TZVPD basis set) on 2 unconnected molecules or ions with the total composition CH4ClN2P at a distorted geometry.

The LUMO energy (alpha / beta) comes out at -0.60 / 0.36 eV. For the frontier orbital gap (alpha / beta), the calculation gives 6.730 / 8.193 eV. As for the total energy: -25889.9586 eV. The value obtained for the energy above the lowest of the compared OMol25 structures with the same formula, charge and spin is 1.5803 eV. Its charge is 0.

Each line ends with the natural charge from an NBO analysis.
Geometry (Å):
C (-0.868, -0.179, -0.210)  -0.478
N (0.336, 0.507, -0.295)  -0.090
N (0.783, 1.537, -0.050)  -0.015
P (3.473, 0.735, 0.078)  0.266
Cl (2.470, -1.066, -0.271)  -0.313
H (-0.742, -1.008, 0.491)  0.248
H (-1.220, -0.492, -1.239)  0.241
H (-1.650, 0.508, -0.017)  0.207
H (3.916, 0.684, 1.434)  -0.066

ORCA calculation (ωB97M-V with the def2-TZVPD basis set) on 2 unconnected molecules or ions with the total composition CH4ClNO at a distorted geometry.

The LUMO energy comes out at 0.73 eV. For the frontier orbital gap, the calculation gives 9.696 eV. As for the total energy: -17158.9401 eV. The value obtained for the energy above the lowest of the compared OMol25 structures with the same formula, charge and spin is 3.5545 eV. Its charge is 0.

Each line ends with the natural charge from an NBO analysis.
Geometry (Å):
C (0.188, -0.035, 0.928)  0.006
N (0.799, -0.968, 0.125)  -0.795
O (-0.359, 1.288, -1.068)  -0.928
Cl (-1.372, -0.454, 1.451)  -0.034
H (-1.319, 0.773, -0.632)  0.465
H (0.292, -1.635, -0.475)  0.390
H (1.800, -0.710, -0.020)  0.419
H (-0.029, 1.740, -0.310)  0.477

ORCA calculation (ωB97M-V with the def2-TZVPD basis set) on a single CH4ClNOP2 molecule at a distorted geometry.

The LUMO energy (alpha / beta) comes out at -0.77 / -0.75 eV. For the frontier orbital gap (alpha / beta), the calculation gives 8.090 / 7.536 eV. As for the total energy: -35736.4133 eV. The value obtained for the energy above the lowest of the compared OMol25 structures with the same formula, charge and spin is 0.3739 eV. Its charge is 0.

Each line ends with the natural charge from an NBO analysis.
Geometry (Å):
C (0.866, -1.527, -0.279)  -1.025
P (1.438, 0.180, -0.640)  0.849
N (0.115, 1.063, -0.344)  -0.491
O (0.304, 2.300, -0.447)  -0.487
P (-1.253, 0.523, 0.805)  0.703
Cl (-2.739, 1.390, -0.228)  -0.269
H (-0.122, -1.620, -0.671)  0.241
H (0.978, -1.611, 0.925)  0.245
H (1.566, -2.366, -0.727)  0.261
H (-1.152, 1.668, 1.607)  -0.027

ORCA calculation (ωB97M-V with the def2-TZVPD basis set) on a single CH4ClO2P molecule at a distorted geometry.

The LUMO energy comes out at 0.74 eV. For the frontier orbital gap, the calculation gives 9.901 eV. As for the total energy: -27007.5642 eV. The value obtained for the energy above the lowest of the compared OMol25 structures with the same formula, charge and spin is 0.7990 eV. Its charge is 0.

Each line ends with the natural charge from an NBO analysis.
Geometry (Å):
O (1.774, 0.153, 1.465)  -1.024
P (0.252, -0.120, 1.284)  1.206
O (0.291, 0.165, -0.382)  -0.818
C (-0.932, 0.464, -1.088)  -0.013
Cl (-2.221, -0.647, -0.536)  -0.097
H (2.419, -0.151, 0.723)  0.508
H (0.447, -1.466, 1.360)  -0.147
H (-1.191, 1.426, -0.796)  0.192
H (-0.839, 0.177, -2.030)  0.193

ORCA calculation (ωB97M-V with the def2-TZVPD basis set) on a molecular structure, CH4ClOP at a distorted geometry.

The LUMO energy comes out at 0.29 eV. For the frontier orbital gap, the calculation gives 8.765 eV. As for the total energy: -24958.7327 eV. The value obtained for the energy above the lowest of the compared OMol25 structures with the same formula, charge and spin is 3.1586 eV. Its charge is 0.

Each line ends with the natural charge from an NBO analysis.
Geometry (Å):
C (0.740, -0.004, -0.241)  -0.106
O (0.524, -0.167, -1.601)  -0.728
P (-1.337, -0.469, 0.992)  0.358
Cl (-2.178, 1.348, 0.683)  -0.304
H (0.771, 1.017, 0.031)  0.178
H (1.600, -0.564, 0.134)  0.164
H (0.325, -1.120, -1.976)  0.492
H (-0.443, -0.040, 1.978)  -0.054

ORCA calculation (ωB97M-V with the def2-TZVPD basis set) on a single CH4ClOP molecule at a distorted geometry.

The expectation value of S² is 2.011. The LUMO energy (alpha / beta) comes out at 0.67 / -2.59 eV. For the frontier orbital gap (alpha / beta), the calculation gives 5.694 / 8.476 eV. As for the total energy: -24956.5907 eV. The value obtained for the energy above the lowest of the compared OMol25 structures with the same formula, charge and spin is 1.0641 eV. Its charge is 0. Its spin multiplicity is 3.

Each line ends with the natural charge from an NBO analysis.
Geometry (Å):
C (-0.899, -0.726, 0.103)  -0.642
O (0.713, 1.493, -0.303)  -0.998
P (0.954, 0.261, 0.757)  0.879
Cl (2.205, -0.794, -0.510)  -0.328
H (-1.576, 0.011, 0.005)  0.182
H (-1.168, -1.581, 0.617)  0.199
H (-0.379, -0.869, -0.804)  0.203
H (0.151, 2.205, 0.135)  0.505

ORCA calculation (ωB97M-V with the def2-TZVPD basis set) on a molecular structure, CH4ClPS at a distorted geometry.

The LUMO energy (alpha / beta) comes out at -1.71 / -0.50 eV. For the frontier orbital gap (alpha / beta), the calculation gives 6.943 / 7.976 eV. As for the total energy: -33744.7010 eV. The value obtained for the energy above the lowest of the compared OMol25 structures with the same formula, charge and spin is 3.7732 eV. Its charge is 0.

Each line ends with the natural charge from an NBO analysis.
Geometry (Å):
C (0.205, 1.432, 1.355)  -0.414
P (-0.508, -1.073, -0.884)  0.303
S (1.133, -0.145, -1.501)  -0.431
Cl (-0.982, 0.269, 1.420)  0.131
H (0.098, 2.379, 0.905)  0.203
H (1.181, 0.924, 1.388)  0.207
H (-1.093, -1.257, -2.119)  -0.008
H (-0.035, -2.529, -0.563)  0.007

ORCA calculation (ωB97M-V with the def2-TZVPD basis set) on 2 unconnected molecules or ions with the total composition CH4ClS.

The LUMO energy comes out at 3.03 eV. For the frontier orbital gap, the calculation gives 6.650 eV. As for the total energy: -24461.4471 eV. The value obtained for the energy above the lowest of the compared OMol25 structures with the same formula, charge and spin is 0.0000 eV. Its charge is -1.

Each line ends with the natural charge from an NBO analysis.
Geometry (Å):
S (0.412, -1.133, 1.615)  -0.093
C (-0.318, -0.301, 0.181)  -0.727
H (1.612, -0.517, 1.564)  0.117
H (-1.341, -0.699, 0.069)  0.217
H (0.243, -0.506, -0.747)  0.241
H (-0.378, 0.791, 0.322)  0.241
Cl (-0.230, 2.364, -3.003)  -0.998